# 1
Computed, not measured: a gas-phase ion, C31H43OSi (charge +1) in a non-equilibrium geometry, with wB97M-V/def2-TZVPD.

## Properties
- energy relative to the best compared isomer or geometry (same formula, charge and spin) (kcal per mole) = 32.2
- net charge = +1

Last column: Mulliken charge in e.
CARTESIAN COORDINATES (ANGSTROEM)
C: 0.57 -3.50 -0.88  0.736
C: -0.98 -3.53 -0.77  0.211
C: -1.72 -3.70 -1.96  -0.332
C: -3.10 -3.82 -1.93  -0.734
C: -3.80 -3.69 -0.72  -0.503
C: -3.08 -3.43 0.47  -0.695
C: -1.70 -3.37 0.43  -0.396
C: 1.22 -2.67 0.18  -0.911
C: 2.48 -2.20 0.14  -0.372
C: 3.14 -1.42 1.19  0.655
C: 4.43 -0.90 0.92  -0.315
C: 5.16 -0.20 1.87  -0.628
C: 4.64 0.02 3.15  -0.505
C: 3.33 -0.44 3.42  -0.581
C: 2.61 -1.14 2.46  -0.337
H: 0.88 -3.20 -1.85  0.690
H: -1.20 -3.73 -2.92  0.523
H: -3.65 -3.99 -2.85  0.413
H: -4.89 -3.73 -0.67  0.389
H: -3.59 -3.26 1.41  0.420
H: -1.15 -3.17 1.37  0.350
H: 0.56 -2.34 0.99  0.154
H: 3.09 -2.44 -0.74  0.229
H: 4.84 -1.06 -0.08  0.365
H: 6.14 0.21 1.62  0.371
H: 5.17 0.62 3.87  0.404
H: 2.88 -0.20 4.39  0.361
H: 1.59 -1.48 2.70  0.305
C: 2.38 -4.80 -6.93  -1.429
C: 3.30 -4.72 -5.72  -0.123
C: 4.07 -6.02 -5.43  -0.690
C: 4.94 -5.94 -4.17  -0.476
Si: 4.34 -6.99 -2.72  -0.892
C: 4.40 -8.79 -3.29  -0.615
C: 5.72 -9.31 -3.91  -0.646
C: 6.35 -10.53 -3.19  -0.443
C: 7.68 -10.95 -3.78  -1.370
C: 5.62 -6.94 -1.32  -0.780
C: 5.78 -5.53 -0.82  -0.142
C: 6.79 -5.44 0.35  -0.584
C: 6.86 -4.03 0.92  -1.247
C: 2.68 -6.22 -2.17  0.628
C: 1.40 -6.57 -2.74  -0.934
C: 0.47 -5.90 -1.98  -0.329
C: 1.11 -4.97 -0.98  -0.190
O: 2.57 -5.14 -1.34  0.082
H: 1.92 -3.83 -7.12  0.402
H: 2.93 -5.08 -7.82  0.339
H: 1.58 -5.52 -6.78  0.331
H: 4.05 -3.94 -5.87  0.377
H: 2.71 -4.42 -4.84  0.006
H: 3.34 -6.85 -5.40  0.141
H: 4.71 -6.23 -6.32  0.512
H: 5.94 -6.34 -4.43  0.449
H: 5.03 -4.91 -3.81  0.577
H: 4.11 -9.42 -2.45  0.677
H: 3.61 -8.88 -4.06  0.399
H: 5.52 -9.65 -4.95  0.401
H: 6.49 -8.51 -3.99  0.245
H: 6.47 -10.29 -2.12  0.297
H: 5.64 -11.36 -3.24  0.357
H: 8.10 -11.79 -3.24  0.388
H: 7.58 -11.24 -4.83  0.329
H: 8.40 -10.14 -3.73  0.335
H: 5.30 -7.60 -0.50  0.569
H: 6.57 -7.34 -1.68  0.504
H: 6.13 -4.86 -1.63  0.252
H: 4.81 -5.12 -0.48  -0.126
H: 6.48 -6.16 1.11  0.369
H: 7.77 -5.76 -0.03  0.357
H: 7.54 -4.01 1.77  0.446
H: 7.22 -3.33 0.16  0.312
H: 5.87 -3.70 1.26  0.254
H: 1.23 -7.26 -3.60  0.490
H: -0.60 -6.02 -2.11  0.730
H: 0.88 -5.26 0.08  0.188

=====

# 2
Computed, not measured: a gas-phase ion, C4H8NO (charge +1) in a non-equilibrium geometry, with wB97M-V/def2-TZVPD.

## Properties
- energy relative to the best compared isomer or geometry (same formula, charge and spin) (kcal per mole) = 120.3
- net charge = +1

Last column: Mulliken charge in e.
CARTESIAN COORDINATES (ANGSTROEM)
C: -0.09 0.66 0.40  -0.077
C: -0.89 0.73 1.51  -1.162
C: 0.84 -0.70 -1.57  -1.502
C: 0.05 -0.57 -0.28  0.557
N: -1.39 -0.87 -0.71  0.222
O: -2.32 -0.85 0.02  -0.219
H: 0.57 1.48 0.01  0.383
H: -0.80 -0.14 2.16  0.381
H: -2.01 0.74 1.30  0.406
H: -0.85 1.74 2.00  0.353
H: 1.86 -0.91 -1.32  0.433
H: 0.59 -1.43 -2.21  0.432
H: 1.08 0.24 -2.06  0.352
H: 0.27 -1.40 0.33  0.440

=====

# 3
Computed, not measured: a molecular structure, C12H14Cl2CrF6N2O4S2 in a non-equilibrium geometry, with wB97M-V/def2-TZVPD.

## Properties
- spin multiplicity = 5
- energy relative to the best compared isomer or geometry (same formula, charge and spin) (kcal per mole) = 7.4
- net charge = 0

Last column: Mulliken charge in e.
CARTESIAN COORDINATES (ANGSTROEM)
Cr: -0.66 0.68 -0.13  0.417
F: 1.49 1.04 4.09  -0.220
C: 1.67 2.19 3.47  0.640
F: 2.85 2.17 2.88  -0.198
F: 1.67 3.13 4.41  -0.221
S: 0.32 2.59 2.24  0.861
O: 0.01 1.23 1.76  -0.146
O: -0.75 3.34 2.82  -0.609
N: 1.17 3.39 1.19  -0.441
S: 0.80 3.56 -0.35  1.085
O: -0.08 2.49 -0.81  -0.604
O: 0.45 4.88 -0.75  -0.595
C: 2.39 3.15 -1.08  0.614
F: 3.42 3.79 -0.53  -0.208
F: 2.56 1.80 -0.96  -0.182
F: 2.27 3.39 -2.37  -0.206
Cl: 2.36 -3.09 2.14  -0.203
C: 1.49 -1.51 1.92  0.542
Cl: 2.16 -0.71 0.52  -0.112
H: 1.58 -0.99 2.86  0.142
H: 0.47 -1.66 1.70  -0.344
C: 0.82 -0.12 -2.76  -1.163
N: -0.44 -0.42 -1.99  0.676
C: -1.65 -0.02 -2.79  -1.184
C: -0.39 -1.89 -1.72  -1.241
C: -1.26 -2.20 -0.55  1.689
C: -1.75 -3.50 -0.51  -0.934
C: -2.61 -3.78 0.53  -0.336
C: -3.02 -2.84 1.50  -1.049
C: -2.43 -1.53 1.38  0.112
C: -1.52 -1.23 0.39  -1.140
H: 0.88 0.95 -2.86  0.215
H: 0.70 -0.62 -3.74  0.329
H: 1.62 -0.65 -2.24  0.405
H: -1.52 1.03 -3.07  0.407
H: -2.54 0.00 -2.19  0.299
H: -1.72 -0.65 -3.69  0.347
H: 0.67 -2.05 -1.48  0.426
H: -0.56 -2.42 -2.64  0.413
H: -1.45 -4.21 -1.28  0.398
H: -3.05 -4.77 0.38  0.339
H: -3.75 -3.11 2.22  0.477
H: -2.68 -0.80 2.11  0.502

=====

# 4
Computed, not measured: 13 unconnected molecules or ions with the total composition C63H148N4O13 in a non-equilibrium geometry, with wB97M-V/def2-TZVPD.

## Properties
- energy relative to the best compared isomer or geometry (same formula, charge and spin) (kcal per mole) = 171.1
- net charge = 0

Last column: Mulliken charge in e.
CARTESIAN COORDINATES (ANGSTROEM)
C: -2.05 -0.83 1.63  -1.769
C: -0.62 -0.83 1.03  2.120
C: -0.51 -2.04 0.07  -1.246
C: -1.18 -1.86 -1.33  -0.005
C: -0.58 -0.67 -2.06  -1.628
C: -0.66 0.67 -1.14  2.542
N: -0.37 0.42 0.26  1.137
O: -0.39 1.49 1.16  0.216
C: 0.43 1.60 -1.72  -1.130
C: -2.00 1.38 -1.33  -1.200
C: 0.45 -1.12 2.10  -2.486
H: -2.74 -0.84 0.79  0.159
H: -2.31 0.07 2.20  0.216
H: -2.28 -1.63 2.34  0.420
H: 0.54 -2.25 -0.13  -0.103
H: -1.04 -2.90 0.47  0.566
H: -2.26 -1.71 -1.31  -0.505
H: -1.12 -2.80 -1.87  0.565
H: -1.08 -0.33 -2.97  0.700
H: 0.47 -0.85 -2.27  0.170
H: 0.47 2.55 -1.17  -0.142
H: 1.41 1.25 -1.38  -0.111
H: 0.47 1.77 -2.79  0.260
H: -2.16 2.29 -0.76  0.116
H: -2.23 1.66 -2.36  0.668
H: -2.71 0.64 -0.96  -0.595
H: 0.17 -2.05 2.61  0.479
H: 0.63 -0.33 2.83  0.445
H: 1.42 -1.37 1.67  0.154
H: -1.34 1.66 1.19  -0.273
C: 4.32 -9.07 0.31  -1.691
C: 3.60 -7.81 0.62  1.147
C: 4.33 -6.69 -0.30  -1.680
C: 3.66 -5.31 -0.30  -0.383
C: 2.22 -5.57 -0.76  -0.559
C: 1.34 -6.63 0.02  1.896
N: 2.15 -7.82 0.21  0.403
O: 1.49 -8.82 0.88  -0.509
C: 0.70 -6.04 1.28  -1.579
C: 0.24 -7.08 -1.01  -2.187
C: 3.82 -7.51 2.14  -1.414
H: 4.04 -9.73 1.13  0.372
H: 5.39 -8.86 0.39  0.360
H: 4.11 -9.42 -0.71  0.447
H: 5.37 -6.73 0.02  0.580
H: 4.35 -7.04 -1.34  0.334
H: 4.25 -4.63 -0.91  0.386
H: 3.59 -4.86 0.69  0.221
H: 2.33 -5.86 -1.80  0.552
H: 1.73 -4.60 -0.64  -0.274
H: 1.39 -5.61 2.02  0.321
H: -0.01 -5.27 0.98  0.216
H: 0.10 -6.74 1.85  0.355
H: -0.30 -6.27 -1.51  0.388
H: 0.75 -7.54 -1.86  0.501
H: -0.55 -7.74 -0.68  0.478
H: 4.83 -7.26 2.47  0.343
H: 3.43 -8.40 2.65  0.406
H: 3.24 -6.63 2.39  0.250
H: 1.06 -9.33 0.19  0.366
C: -7.14 -3.04 -3.50  -1.195
C: -6.32 -3.20 -4.81  1.386
C: -5.61 -1.84 -5.11  -1.500
C: -4.27 -1.68 -4.36  0.667
C: -3.54 -2.96 -4.65  -1.343
C: -4.14 -4.26 -4.12  1.700
N: -5.43 -4.41 -4.77  0.257
O: -6.15 -5.55 -4.40  -0.499
C: -3.28 -5.53 -4.37  -1.835
C: -4.19 -4.25 -2.51  -1.214
C: -7.43 -3.39 -5.92  -1.939
H: -7.74 -3.93 -3.32  0.446
H: -7.75 -2.17 -3.75  0.472
H: -6.53 -2.73 -2.65  -0.165
H: -5.52 -1.71 -6.19  0.421
H: -6.07 -0.94 -4.69  0.375
H: -4.36 -1.43 -3.30  -0.631
H: -3.77 -0.85 -4.86  0.552
H: -2.55 -2.86 -4.20  0.220
H: -3.30 -2.87 -5.71  0.348
H: -3.80 -6.38 -3.95  0.445
H: -3.17 -5.88 -5.40  0.375
H: -2.38 -5.34 -3.78  0.340
H: -4.58 -3.27 -2.22  0.002
H: -4.77 -5.10 -2.15  0.405
H: -3.21 -4.45 -2.07  0.349
H: -6.89 -3.73 -6.81  0.546
H: -7.86 -2.45 -6.26  0.373
H: -8.15 -4.18 -5.75  0.341
H: -6.14 -6.20 -5.11  0.351
C: 1.45 4.68 2.51  -2.035
C: 2.67 5.03 1.57  1.615
C: 2.87 3.87 0.53  -0.399
C: 3.77 4.15 -0.69  -0.975
C: 3.41 5.46 -1.34  -0.563
C: 3.31 6.74 -0.41  1.290
N: 2.49 6.34 0.86  1.026
O: 2.43 7.37 1.77  -0.621
C: 4.79 7.18 -0.21  -1.692
C: 2.61 7.76 -1.22  -1.434
C: 3.92 4.99 2.38  -1.950
H: 0.51 4.64 1.95  0.363
H: 1.27 5.50 3.21  0.542
H: 1.61 3.72 3.00  0.367
H: 3.24 2.98 1.03  0.374
H: 1.87 3.76 0.13  -0.534
H: 3.82 3.31 -1.38  0.693
H: 4.73 4.31 -0.20  0.272
H: 2.40 5.30 -1.71  -0.576
H: 4.09 5.67 -2.17  0.762
H: 5.41 6.63 0.49  0.269
H: 5.37 7.27 -1.12  0.403
H: 4.78 8.18 0.23  0.428
H: 2.63 8.71 -0.68  0.410
H: 3.07 8.05 -2.16  0.416
H: 1.60 7.51 -1.54  -0.053
H: 3.86 5.69 3.20  0.351
H: 4.82 5.10 1.77  0.315
H: 3.96 4.09 2.99  0.422
H: 1.50 7.40 1.98  0.371
C: 3.46 -1.05 -1.39  -0.364
C: 4.88 -0.54 -1.10  1.042
C: 5.31 -0.40 0.39  -1.488
O: 5.83 -1.40 -1.77  -0.649
H: 3.43 -2.13 -1.49  0.438
H: 3.06 -0.58 -2.29  0.293
H: 2.89 -0.73 -0.52  -0.162
H: 5.01 0.45 -1.54  -0.417
H: 4.44 0.11 0.82  0.200
H: 6.19 0.20 0.58  0.454
H: 5.36 -1.44 0.72  0.325
H: 5.52 -1.30 -2.67  0.436
C: -5.86 0.15 -1.28  0.034
C: -6.78 0.12 -0.13  0.437
C: -6.91 -1.26 0.53  -1.162
O: -6.31 1.02 0.85  -0.461
H: -4.85 -0.09 -0.93  -0.564
H: -5.81 1.08 -1.85  0.370
H: -6.16 -0.61 -2.00  -0.070
H: -7.74 0.46 -0.52  0.202
H: -5.91 -1.57 0.83  0.235
H: -7.25 -1.85 -0.33  0.219
H: -7.57 -1.38 1.39  0.462
H: -6.87 0.92 1.62  0.259
C: 6.86 1.55 -5.24  -1.386
C: 5.42 1.00 -5.26  0.574
C: 5.25 0.13 -6.43  -1.480
O: 5.51 0.14 -4.21  -0.499
H: 7.10 2.36 -4.55  0.382
H: 7.13 2.00 -6.20  0.414
H: 7.55 0.72 -5.19  0.347
H: 4.67 1.78 -5.32  0.182
H: 6.08 -0.58 -6.42  0.316
H: 5.22 0.57 -7.42  0.383
H: 4.41 -0.56 -6.38  0.355
H: 5.85 0.63 -3.46  0.312
C: 3.94 0.24 4.03  -1.208
C: 3.35 -1.06 4.64  1.626
C: 4.48 -2.06 5.00  -1.649
O: 2.63 -0.61 5.78  -0.640
H: 4.35 0.88 4.81  0.417
H: 3.19 0.78 3.46  0.152
H: 4.80 0.09 3.38  0.378
H: 2.70 -1.50 3.88  -0.603
H: 5.16 -1.60 5.71  0.384
H: 4.99 -2.36 4.09  0.373
H: 4.08 -2.98 5.44  0.380
H: 1.78 -0.30 5.45  0.386
C: 0.26 -3.72 6.30  -1.187
C: 0.62 -3.04 7.62  0.944
C: 2.05 -3.25 7.99  -1.429
O: 0.51 -1.65 7.49  -0.496
H: -0.77 -3.45 6.06  0.206
H: 0.22 -4.74 6.67  0.518
H: 0.96 -3.73 5.47  0.125
H: 0.05 -3.55 8.40  0.295
H: 2.68 -2.86 7.19  0.097
H: 2.29 -4.31 8.06  0.402
H: 2.44 -2.70 8.85  0.363
H: 1.39 -1.29 7.36  0.305
C: 0.60 4.66 -4.23  -1.360
C: -0.37 5.66 -3.69  0.344
C: -0.84 5.07 -2.37  -0.232
O: 0.25 6.90 -3.56  -0.584
H: 0.85 4.92 -5.27  0.375
H: 0.30 3.62 -4.15  0.316
H: 1.55 4.66 -3.69  0.224
H: -1.29 5.74 -4.27  0.476
H: -1.63 5.76 -2.06  0.255
H: -0.22 5.03 -1.48  -0.217
H: -1.19 4.06 -2.55  0.085
H: -0.39 7.61 -3.59  0.358
C: -0.03 9.91 0.57  -1.135
C: -1.22 8.87 0.36  0.373
C: -1.62 8.90 -1.16  -1.061
O: -0.68 7.58 0.73  -0.359
H: 0.51 10.02 -0.37  0.237
H: 0.66 9.53 1.32  0.170
H: -0.57 10.79 0.93  0.465
H: -2.13 8.95 0.95  0.437
H: -0.87 8.48 -1.83  -0.034
H: -1.82 9.93 -1.48  0.449
H: -2.53 8.33 -1.36  0.357
H: -0.15 7.17 0.05  0.062
C: -3.76 -2.36 5.39  -1.198
C: -3.09 -0.96 5.50  0.700
C: -2.86 -0.36 6.90  -1.198
O: -1.72 -1.14 5.05  -0.205
H: -3.16 -3.24 5.60  0.231
H: -4.15 -2.41 4.38  0.229
H: -4.55 -2.49 6.13  0.406
H: -3.63 -0.26 4.86  0.163
H: -3.68 -0.56 7.60  0.406
H: -2.56 0.68 6.85  0.271
H: -2.18 -1.03 7.43  0.241
H: -1.26 -1.70 5.67  -0.057
C: -3.21 3.26 2.25  -0.412
C: -4.50 3.73 1.50  0.808
C: -4.55 5.26 1.21  -1.672
O: -4.34 3.00 0.31  -0.389
H: -3.02 4.11 2.91  0.508
H: -2.23 3.24 1.76  -0.037
H: -3.34 2.33 2.79  -0.029
H: -5.47 3.41 1.88  0.209
H: -4.57 5.88 2.10  0.424
H: -5.43 5.53 0.62  0.411
H: -3.70 5.67 0.67  0.274
H: -4.73 2.15 0.53  0.116

=====

# 5
Computed, not measured: a gas-phase ion, C5H10N3 (charge +1) in a non-equilibrium geometry, with wB97M-V/def2-TZVPD.

## Properties
- energy relative to the best compared isomer or geometry (same formula, charge and spin) (kcal per mole) = 111.2
- net charge = +1
- SMILES = C\C=N/N=C\[NH+]=C\C

Last column: Mulliken charge in e.
CARTESIAN COORDINATES (ANGSTROEM)
C: -0.80 0.60 2.38  -1.023
C: -1.89 0.24 1.31  0.018
N: -1.76 -0.66 0.44  0.002
N: -1.25 -1.72 0.09  -0.409
C: -0.32 -1.94 -0.87  -0.081
N: 0.60 -1.01 -1.37  -0.106
C: 0.63 0.25 -1.14  0.173
C: 1.79 1.13 -1.47  -1.242
H: -0.76 1.66 2.40  0.328
H: 0.13 0.14 2.21  0.327
H: -0.90 0.18 3.36  0.362
H: -2.80 0.79 1.20  0.407
H: -0.05 -2.83 -1.33  0.399
H: 1.16 -1.45 -2.09  0.290
H: -0.28 0.48 -0.66  0.514
H: 2.51 0.90 -2.23  0.397
H: 2.51 1.11 -0.61  0.311
H: 1.47 2.12 -1.64  0.334

=====

# 6
Computed, not measured: 4 unconnected molecules or ions with the total composition C5H11N, with wB97M-V/def2-TZVPD.

## Properties
- energy relative to the best compared isomer or geometry (same formula, charge and spin) (kcal per mole) = 121.7
- net charge = 0

Last column: Mulliken charge in e.
CARTESIAN COORDINATES (ANGSTROEM)
C: -1.25 -0.07 1.03  -1.057
C: -0.88 0.74 -0.01  0.382
C: -1.46 0.60 -1.38  -1.188
N: 1.18 0.17 -0.64  -0.400
C: 2.08 0.12 0.54  -0.327
C: 1.58 -1.00 -0.23  -0.168
H: -0.17 -1.22 1.04  -0.129
H: -1.09 0.24 2.06  0.354
H: -2.02 -0.82 0.88  0.353
H: -0.39 1.69 0.22  0.288
H: -1.71 -0.44 -1.60  0.305
H: -0.77 0.96 -2.14  0.349
H: -2.39 1.19 -1.45  0.332
H: 1.63 0.31 1.52  0.187
H: 3.08 0.52 0.41  0.241
H: 1.83 -1.92 -0.73  0.358
H: 0.56 -1.59 0.76  0.118

=====

# 7
Computed, not measured: C5H7NO in the gas phase in a non-equilibrium geometry, with wB97M-V/def2-TZVPD.

## Properties
- energy relative to the best compared isomer or geometry (same formula, charge and spin) (kcal per mole) = 19.1
- net charge = 0
- SMILES = C[C@H](C#N)CC=O

Last column: Mulliken charge in e.
CARTESIAN COORDINATES (ANGSTROEM)
C: -0.94 -1.24 0.24  -1.347
C: -0.57 0.25 0.18  0.500
C: -1.64 1.01 -0.48  0.030
N: -2.47 1.59 -1.02  -0.441
C: 0.77 0.51 -0.53  -0.609
C: 1.95 0.24 0.38  -0.092
O: 2.09 0.82 1.43  -0.460
H: -1.89 -1.38 0.76  0.365
H: -0.17 -1.81 0.78  0.367
H: -1.05 -1.65 -0.77  0.353
H: -0.48 0.65 1.20  0.275
H: 0.84 -0.07 -1.46  0.354
H: 0.85 1.58 -0.77  0.356
H: 2.71 -0.50 0.05  0.349